*P*
C6H10N | ωB97M-V/def2-TZVPD

Computed properties:
**HOMO energy**: -13.0442 eV
**Net charge**: +1

Structure (XYZ):
```
17
C6H10N (ωB97M-V/def2-TZVPD)
C -0.670 0.342 1.223
C -1.001 1.493 0.356
C 0.993 -1.167 0.059
C 0.189 -0.113 0.079
C -0.236 1.094 -0.671
C -0.197 1.462 -2.080
N 0.878 -2.136 1.131
H -0.158 0.584 2.274
H -1.508 -0.269 1.481
H -1.544 2.515 0.381
H 1.453 -1.542 -0.896
H -1.158 1.086 -2.474
H 0.499 1.180 -2.790
H -0.274 2.532 -2.164
H 1.188 -3.075 0.820
H -0.077 -2.053 1.446
H 1.624 -1.933 1.826
```



*Q*
C6H10N | ωB97M-V/def2-TZVPD

Computed properties:
**HOMO energy (spin up / spin down)**: -13.3831 / -14.4995 eV
**Net charge**: +1

Structure (XYZ):
```
17
C6H10N (ωB97M-V/def2-TZVPD)
C -1.386 -1.699 -0.441
C -0.953 -1.000 0.627
C 1.015 -0.947 -0.757
C 0.362 -0.405 0.455
C 1.059 0.264 1.621
C -0.453 0.868 -1.656
N 0.594 0.353 -0.806
H -1.959 -2.415 -1.117
H -1.568 -0.828 1.532
H 2.000 -1.234 -0.929
H 1.975 0.723 1.270
H 1.330 -0.497 2.355
H 0.432 0.881 2.187
H -0.504 0.499 -2.685
H -1.428 0.520 -1.227
H -0.357 2.018 -1.762
H 1.361 1.036 -0.659
```



Which of them is the most stable, and which is the least stable? *P* and *Q*, in that order.



*P*
C6H10N | ωB97M-V/def2-TZVPD

Computed properties:
**HOMO energy**: -13.2070 eV
**Net charge**: +1

Structure (XYZ):
```
17
C6H10N (ωB97M-V/def2-TZVPD)
C 2.553 0.431 -0.386
C 2.334 -0.791 0.044
C 3.365 0.089 0.794
C -3.000 0.532 -0.153
C -2.600 -0.947 -0.036
C -1.602 0.112 -0.163
N -0.405 0.447 -0.331
H 2.092 1.224 -0.993
H 4.579 -0.054 0.530
H 3.211 0.590 1.749
H -3.548 0.979 -1.007
H -3.509 0.974 0.731
H 2.188 -1.825 -0.149
H -2.881 -1.707 -0.865
H -2.863 -1.462 0.875
H -0.364 1.492 -0.546
H 0.451 -0.086 -0.094
```



*Q*
C6H10N | ωB97M-V/def2-TZVPD

Computed properties:
**HOMO energy (spin up / spin down)**: -12.7563 / -12.7569 eV
**Net charge**: +1

Structure (XYZ):
```
17
C6H10N (ωB97M-V/def2-TZVPD)
C 1.814 -0.978 -0.159
C 0.626 -1.659 0.159
C 1.798 0.349 -0.278
C 2.158 1.582 -0.265
C -0.681 -1.036 0.407
C -2.356 0.835 -0.133
N -1.001 0.259 -0.106
H 2.906 -1.276 -0.174
H 0.734 -2.718 0.343
H 2.539 1.916 0.640
H 2.276 2.305 -1.073
H -1.509 -1.796 0.193
H -0.975 -1.164 1.464
H -2.809 1.008 0.894
H -2.415 1.786 -0.772
H -2.963 0.031 -0.565
H -0.141 0.554 -0.573
```



*R*
C6H10N | ωB97M-V/def2-TZVPD

Computed properties:
**HOMO energy**: -13.0110 eV
**Net charge**: +1
**SMILES**: CC#[N+]C/C=C/C

Structure (XYZ):
```
17
C6H10N (ωB97M-V/def2-TZVPD)
C -2.810 -0.097 -1.654
C -2.015 0.375 -0.587
N -1.366 0.686 0.294
C -0.555 0.753 1.412
C 0.787 0.108 1.188
C 1.460 -0.236 0.058
C 2.873 -0.596 0.062
H -2.178 -0.547 -2.367
H -3.336 0.689 -2.101
H -3.674 -0.669 -1.449
H -1.071 0.257 2.350
H -0.314 1.764 1.824
H 1.382 -0.108 2.030
H 1.004 -0.077 -0.879
H 3.211 -1.051 1.010
H 3.647 0.156 -0.372
H 2.952 -1.408 -0.820
```



*S*
C6H10N | ωB97M-V/def2-TZVPD

Computed properties:
**HOMO energy**: -13.6033 eV
**Net charge**: +1
**SMILES**: C=[N+]1CCC=C1C

Structure (XYZ):
```
17
C6H10N (ωB97M-V/def2-TZVPD)
C 1.302 -1.363 0.445
N 0.511 -0.374 0.340
C 0.936 0.915 1.016
C 0.079 2.073 0.444
C -0.751 1.133 -0.581
C -0.659 -0.327 -0.413
C -1.356 -1.436 -1.061
H 2.343 -1.311 0.931
H 1.043 -2.271 -0.066
H 1.940 1.295 1.010
H 0.620 0.850 2.078
H 0.717 2.763 -0.050
H -0.697 2.566 0.970
H -1.575 1.421 -1.126
H -2.114 -1.934 -0.375
H -0.706 -2.396 -1.195
H -1.670 -1.087 -2.029
```



Which of them is the most stable, and which is the least stable? *R* and *P*, in that order.



*P*
C6H10N | ωB97M-V/def2-TZVPD

Computed properties:
**HOMO energy**: -13.5539 eV
**Net charge**: +1
**SMILES**: C=C(C)C[N+]1=CC1

Structure (XYZ):
```
17
C6H10N (ωB97M-V/def2-TZVPD)
C 1.173 1.277 -1.036
C 1.015 0.191 -0.248
C 2.139 -0.236 0.621
C -0.192 -0.880 -0.236
N -1.623 -0.398 0.037
C -2.824 -0.605 -0.208
C -2.629 0.340 0.839
H 2.030 1.733 -0.886
H 0.507 1.386 -1.886
H 1.658 -0.778 1.406
H 2.715 0.577 1.111
H 2.823 -0.882 0.152
H -0.415 -1.442 -1.192
H -0.089 -1.509 0.601
H -3.403 -1.176 -0.770
H -2.745 1.408 0.797
H -2.719 -0.075 1.871
```



*Q*
C6H10N | ωB97M-V/def2-TZVPD

Computed properties:
**HOMO energy**: -13.9733 eV
**Net charge**: +1
**SMILES**: C[C@H]1C2=C1[C@@]2(C)[NH3+]

Structure (XYZ):
```
17
C6H10N (ωB97M-V/def2-TZVPD)
C 1.950 -1.970 -0.830
C 1.410 -0.954 0.209
C 0.669 0.258 -0.383
C -0.018 -0.748 0.446
C -0.600 0.544 0.154
C -1.870 0.866 -0.812
N -0.870 1.539 1.403
H 1.120 -1.951 -1.591
H 2.123 -2.802 -0.150
H 2.937 -1.681 -1.147
H 2.108 -0.952 0.989
H -1.795 1.872 -1.049
H -2.718 0.571 -0.370
H -1.693 0.204 -1.619
H -0.017 2.062 1.654
H -1.128 1.011 2.231
H -1.607 2.130 0.864
```



*R*
C6H10N | ωB97M-V/def2-TZVPD

Computed properties:
**HOMO energy (spin up / spin down)**: -13.9488 / -13.9483 eV
**Net charge**: +1

Structure (XYZ):
```
17
C6H10N (ωB97M-V/def2-TZVPD)
C 3.968 0.706 0.266
C 0.695 -0.722 0.204
C -1.488 -1.257 0.594
C 1.750 -0.220 -0.498
C -1.463 1.066 -0.288
C -2.143 -0.333 -0.331
N 2.941 0.216 -0.045
H 4.837 1.165 0.243
H 0.938 -0.492 1.240
H -1.557 -1.043 1.624
H -1.227 -2.233 0.461
H 1.932 -0.329 -1.546
H -1.367 1.308 0.716
H -2.235 1.869 -0.765
H -0.451 1.127 -0.775
H -1.968 -0.573 -1.279
H -3.162 -0.255 0.179
```



Which of them is the most stable, and which is the least stable? *P* and *R*, in that order.